Record 1
Entry from the Open Molecules 2025 dataset: a 10-piece molecular cluster, C27H70N16O11 overall at a distorted geometry (ωB97M-V/def2-TZVPD).

XYZ file:
```
124
Properties=species:S:1:pos:R:3:forces:R:3
O 1.237890 0.448401 -3.168033 0.44 -0.33 0.00
C 0.513192 0.944500 -2.101448 -0.09 -0.31 -1.22
C -1.093899 0.868936 -1.964016 -0.76 -0.27 -2.62
O -2.023494 1.145133 -3.011973 0.90 0.45 1.66
H 0.783974 1.995200 -1.997549 -0.23 1.03 0.49
H 0.930184 0.442112 -1.228624 -0.47 -0.12 1.35
H -1.319184 1.562826 -1.154153 0.22 0.43 1.21
H -1.345750 -0.140248 -1.638119 0.31 -0.71 0.73
C 4.652144 1.309376 2.371570 -0.61 0.60 1.17
C 3.095658 1.330688 2.274830 1.52 -1.18 -0.49
C 2.726657 -0.231563 2.364316 -2.11 1.99 -1.24
C 2.694561 -0.762989 3.743136 0.25 -1.06 2.00
C 1.854345 0.115009 4.708710 2.21 1.10 -1.38
C 2.389459 1.620909 4.690838 -1.18 -0.26 1.05
N 2.458955 2.141391 3.359246 -2.30 -4.00 -2.20
O 2.619634 3.479442 3.251496 1.09 0.72 0.27
C 1.223195 2.353071 5.411653 0.55 1.27 0.02
C 3.721953 1.882420 5.456825 0.10 -0.68 0.94
C 2.803156 1.926635 0.889445 -1.21 0.36 0.49
H 5.103151 0.686284 1.599267 0.01 0.31 -0.01
H 4.932772 0.951790 3.362265 0.24 -0.38 -0.09
H 4.988837 2.345884 2.351796 0.45 0.04 -0.47
H 1.717303 -0.408658 1.992909 -0.76 0.78 0.04
H 3.166752 -0.813156 1.554291 1.25 0.06 0.54
H 3.687221 -0.971452 4.142240 0.25 0.25 0.17
H 2.189935 -1.728293 3.783574 0.16 -0.25 -0.36
H 1.904233 -0.164357 5.761120 0.00 -0.44 -0.14
H 0.838239 0.016975 4.326597 -0.17 0.62 0.28
H 0.335762 2.287420 4.782155 -0.08 -0.12 0.31
H 1.049416 2.114047 6.460829 -0.09 -1.12 -0.12
H 1.435777 3.410098 5.571646 0.19 0.35 -0.68
H 4.481657 2.497429 4.974416 -0.54 0.64 -0.28
H 3.464831 2.301355 6.429703 0.26 0.29 0.02
H 4.366957 1.035640 5.691378 -0.47 -0.72 -0.10
H 3.259262 1.398480 0.052112 -0.03 -0.31 0.31
H 3.101073 2.972292 0.812394 0.44 0.00 0.26
H 1.724185 1.994772 0.750661 -0.14 -0.39 -0.25
H 3.537023 3.504689 3.533214 0.69 1.51 0.03
C -2.663249 -2.730378 1.713459 -1.08 0.98 0.04
C -2.248043 -3.966551 0.948523 -0.30 -0.65 -0.38
C -1.521301 -3.465044 -0.329944 1.07 0.34 0.10
C -0.061873 -3.142602 -0.028394 -0.28 -0.85 0.92
C 0.613070 -4.339874 0.670278 -0.24 1.64 0.21
C -0.054745 -4.754075 2.061645 1.49 -0.18 -2.19
N -1.458075 -4.841328 1.896871 0.67 0.36 -3.64
O -2.133237 -5.400985 2.965683 -0.90 0.07 -0.06
C 0.566273 -6.135720 2.345574 -0.48 0.08 0.85
C 0.309205 -3.769768 3.117988 1.38 1.27 1.59
C -3.448306 -4.810608 0.408834 -0.46 0.70 0.86
H -2.995310 -2.961312 2.725636 0.12 0.04 0.04
H -3.448998 -2.153652 1.225526 -0.61 -0.46 -0.20
H -1.914331 -1.938407 1.709893 0.67 -0.46 0.39
H -1.670056 -4.085097 -1.213967 0.34 -0.67 0.25
H -1.933267 -2.518342 -0.679428 -0.61 0.10 0.42
H -0.063275 -2.357550 0.727775 0.07 0.48 -0.25
H 0.506437 -2.802442 -0.894085 -0.08 -0.02 0.00
H 1.596498 -3.942480 0.921344 0.36 -0.49 0.10
H 0.736766 -5.103558 -0.097572 -0.18 -0.60 0.53
H 0.504566 -6.774330 1.464402 -0.29 -0.09 0.18
H 1.607029 -6.124640 2.669313 0.12 0.47 -0.20
H 0.016825 -6.519316 3.205268 -0.07 -0.58 -0.13
H -0.081184 -3.945266 4.120431 -0.44 -0.60 -0.07
H 1.385895 -3.742338 3.285597 0.30 -0.22 -0.14
H 0.073859 -2.716970 2.961986 -0.41 -0.04 -0.67
H -4.030534 -4.239637 -0.314426 -0.04 0.39 0.23
H -4.096588 -5.026465 1.258091 -0.35 -0.13 -0.07
H -3.260014 -5.739904 -0.128805 0.84 -0.07 0.29
H -2.534121 -6.091852 2.433138 -0.55 -0.69 0.92
C 4.767775 1.927743 -2.945190 0.87 1.05 -1.42
O 5.706097 2.639139 -2.762051 3.80 2.03 1.12
N 3.604134 2.149305 -2.476743 -4.00 1.06 4.04
N 4.704838 1.017312 -3.861544 0.86 -3.56 -2.94
H 3.563794 2.693868 -1.627083 -0.19 -0.13 -0.21
H 2.890881 1.460309 -2.668165 -1.26 -0.28 0.06
H 3.885892 0.426342 -3.847888 0.28 -0.25 -0.75
H 5.486139 0.911842 -4.492851 -0.41 -0.33 0.26
C -4.411546 -0.851482 -4.932649 4.08 3.54 -0.02
O -3.385343 -0.963290 -5.565365 0.97 -1.42 -1.47
N -4.547706 0.169583 -4.114107 -1.96 2.00 1.83
N -5.431437 -1.624844 -5.002363 -3.76 -4.11 -0.76
H -5.278351 0.092822 -3.421023 0.26 0.41 -0.28
H -3.844269 0.874224 -3.944565 0.87 -0.44 -0.03
H -5.258644 -2.421606 -5.598530 -0.63 0.09 0.10
H -6.358195 -1.347344 -4.712188 0.34 -0.25 -0.13
C -3.799347 1.983478 1.734828 1.05 1.65 0.76
O -4.528154 1.725109 2.634337 -2.78 -2.92 2.70
N -3.945758 3.077232 1.085804 -2.36 5.50 -3.75
N -2.668117 1.443709 1.440582 2.37 -3.67 1.11
H -3.203431 3.754726 0.985615 -0.35 -0.24 -0.47
H -4.918084 3.345704 1.034496 0.46 0.88 0.17
H -2.706940 0.607505 2.005696 1.84 -0.62 -0.51
H -2.045685 1.723818 0.696125 -0.22 -0.69 -0.04
C -2.579762 4.898528 -2.156033 -1.37 0.71 -0.42
O -2.867722 6.051140 -2.445436 0.12 0.89 0.14
N -1.405685 4.501865 -1.675425 1.57 0.73 0.65
N -3.427602 3.878524 -2.209418 -1.92 -2.38 -0.11
H -0.770196 5.275223 -1.540625 0.41 -0.78 -0.06
H -1.231485 3.518574 -1.524074 0.57 0.28 -0.11
H -3.018348 2.961420 -2.316817 0.40 -0.80 -0.26
H -4.405873 3.866129 -2.460276 0.49 0.99 -0.28
C 3.732387 -2.216263 -2.253436 -1.35 0.45 0.11
O 4.411098 -3.160844 -2.183842 4.70 -5.07 0.86
N 3.492205 -1.341368 -1.364186 0.01 4.68 6.79
N 2.965734 -1.965657 -3.229439 -2.31 -0.36 -6.55
H 3.858901 -1.387269 -0.424221 0.12 -0.25 -0.38
H 2.849323 -0.580316 -1.530335 -0.09 -0.05 -0.15
H 2.357379 -1.159579 -3.244480 -0.87 0.64 -0.53
H 3.291309 -2.448115 -4.054877 -0.82 0.26 -0.31
C 1.168084 4.429571 -4.641506 -2.45 -3.09 -2.88
O 0.369035 3.711003 -5.283956 0.72 2.29 0.53
N 1.487292 5.716899 -4.914167 -0.04 1.81 -0.53
N 1.918505 3.885932 -3.716692 1.32 0.68 1.88
H 0.971362 6.243774 -5.604318 0.07 -0.38 0.30
H 2.182566 6.201841 -4.365043 -0.32 -0.07 -0.25
H 1.756089 2.950077 -3.373328 -0.06 0.16 -0.31
H 2.486621 4.578576 -3.250224 0.30 -1.07 0.61
C -5.430442 -0.512716 -1.209651 -5.05 0.07 1.31
O -6.608385 -0.779840 -0.913491 0.12 -0.31 -0.07
N -4.962902 0.674998 -1.323680 1.30 5.57 0.32
N -4.523164 -1.340124 -1.535998 3.47 -5.14 -0.87
H -5.473891 1.528850 -1.150676 -0.02 -0.54 0.19
H -3.989043 0.760175 -1.577528 0.27 0.77 -0.28
H -4.763844 -2.307278 -1.699627 0.24 0.30 0.07
H -3.625020 -0.970933 -1.813724 0.10 -0.57 -0.36
```
Forces are in eV/Å.

Output
ΔE to the lowest compared entry with this formula, charge and spin in kcal/mol: 157.0
HOMO level in eV: -1.61
Gap between HOMO and LUMO in Ha: 0.186
Charge: -2

---

Record 2
Entry from the Open Molecules 2025 dataset: a 14-piece molecular cluster, C27H70O14 overall at a distorted geometry (ωB97M-V/def2-TZVPD).

XYZ file:
```
111
Properties=species:S:1:pos:R:3:forces:R:3
C -3.706569 5.531207 -0.583771 0.24 0.04 -0.34
C -2.566196 5.019827 -1.463064 -0.75 -0.61 -1.46
C -2.003380 3.909902 -0.611007 0.33 1.14 0.25
O -2.091830 4.467537 0.705243 0.56 -0.13 0.47
C -2.960687 5.612145 0.699128 -0.66 -0.63 1.61
H -4.454176 4.740496 -0.520766 -0.16 0.00 0.00
H -4.216744 6.462262 -0.830680 0.29 -0.03 -0.32
H -1.800393 5.752046 -1.718986 -0.15 0.14 0.14
H -2.955282 4.569405 -2.376214 0.13 0.28 -0.31
H -0.951326 3.723000 -0.826319 -0.13 -0.34 -0.05
H -2.623105 3.015720 -0.677938 0.12 -0.20 0.03
H -2.443175 6.561112 0.839656 0.39 -0.13 -0.12
H -3.602512 5.434092 1.561934 -0.13 0.43 0.14
C 2.826090 -3.670671 -2.388746 0.69 0.12 -0.55
C 3.428119 -5.045512 -2.432202 -0.05 -1.49 -0.62
C 4.962442 -4.879166 -2.326798 -2.56 0.70 -0.38
O 5.015114 -3.735767 -1.505257 1.56 0.32 0.80
C 3.791407 -3.032919 -1.418690 -0.07 0.67 -0.05
H 1.789835 -3.586951 -2.061221 0.02 -0.28 0.02
H 2.912352 -3.291295 -3.406951 -0.07 0.59 0.06
H 3.220514 -5.519598 -3.391498 -0.46 -0.57 0.31
H 3.066241 -5.582860 -1.555620 0.02 -0.54 -0.23
H 5.356645 -4.662053 -3.319555 0.35 0.03 -0.08
H 5.411643 -5.794144 -1.940627 0.29 0.41 0.44
H 3.968743 -1.986901 -1.668690 0.14 0.16 0.13
H 3.396377 -3.088966 -0.404338 0.11 -0.05 0.20
C -0.884788 0.116479 -4.291327 2.02 -1.60 -1.09
C -2.113551 -0.130592 -3.503530 -0.86 -0.40 0.76
C -2.370969 1.198703 -2.776466 -0.29 -0.04 -1.36
O -1.239613 2.021490 -3.077966 0.60 0.01 0.58
C -0.692642 1.563738 -4.346361 -1.15 1.84 -0.13
H -0.836881 -0.362962 -5.269051 -0.31 0.09 -0.12
H -0.021201 -0.299855 -3.772688 0.08 -0.15 0.20
H -1.850253 -0.893124 -2.770508 -0.43 -0.21 0.11
H -2.970460 -0.458445 -4.092014 0.02 0.02 -0.01
H -2.614537 0.972151 -1.738462 0.82 0.68 0.37
H -3.238697 1.723521 -3.176084 -0.30 -0.13 -0.13
H 0.308594 1.942821 -4.551111 0.08 -0.21 0.74
H -1.280558 2.011612 -5.147520 -0.41 0.07 -0.15
C -3.305445 -2.268631 2.149555 0.46 -0.63 -0.91
C -3.490654 -2.690450 3.574706 -0.80 1.73 1.60
C -5.013762 -2.382142 3.770311 2.32 -0.49 0.01
O -5.586403 -2.394496 2.485425 -0.91 -0.85 -0.29
C -4.616401 -2.743625 1.527034 1.22 0.71 -0.61
H -2.387553 -2.648709 1.701082 -0.30 -0.36 -0.23
H -3.265680 -1.198383 1.946848 0.00 0.25 0.63
H -2.962698 -2.011396 4.244214 0.11 0.07 0.04
H -3.180250 -3.671840 3.933360 -0.27 -0.30 -0.73
H -5.175350 -1.332171 4.014373 -0.12 0.51 0.53
H -5.474599 -3.022509 4.522406 -0.91 0.09 -0.31
H -4.809082 -2.359455 0.525343 -0.65 0.08 0.25
H -4.670225 -3.831638 1.489143 -0.10 -0.66 0.05
C -0.141286 -0.929073 1.346599 0.66 0.89 0.87
C -0.744497 -0.720759 0.000963 -1.12 -0.28 -1.33
C -0.079555 0.586019 -0.510373 0.39 -2.29 0.31
O 1.259561 0.358921 -0.060284 0.05 1.19 -0.56
C 1.317468 -0.520749 1.037809 -0.04 -0.60 1.02
H -0.210728 -1.911635 1.813336 0.04 -0.16 -0.41
H -0.634149 -0.246482 2.038877 0.29 0.23 0.26
H -1.832165 -0.650592 -0.011395 -0.22 0.15 0.16
H -0.522655 -1.607566 -0.592728 0.29 0.20 -0.53
H -0.602680 1.424467 -0.050528 0.35 0.40 0.01
H 0.030268 0.686852 -1.590128 -0.57 0.17 0.16
H 1.863027 -0.035620 1.847206 -0.32 -0.02 0.15
H 1.892977 -1.404708 0.763036 0.06 -0.11 -0.14
C 2.724866 1.330512 -3.309883 0.47 0.77 0.42
C 4.212460 1.283197 -3.004872 0.61 0.52 -0.26
C 4.690444 2.741621 -3.268110 -0.79 -0.33 0.39
O 3.508630 3.527279 -3.015730 -0.56 0.32 -0.11
C 2.382352 2.699911 -2.726772 -0.25 -0.49 0.08
H 2.184008 0.511826 -2.835212 -0.12 -0.03 -0.26
H 2.560169 1.429077 -4.382854 -0.12 -0.52 -0.12
H 4.767851 0.531840 -3.566214 0.03 0.02 0.13
H 4.303566 1.115222 -1.931748 0.25 -0.28 0.03
H 5.067746 2.986369 -4.261002 -0.31 -0.41 -0.34
H 5.487462 3.072001 -2.601990 -0.12 -0.16 0.34
H 1.417300 3.008401 -3.128791 0.36 0.89 -0.62
H 2.149925 2.701680 -1.661844 0.56 -0.29 0.42
O 2.864517 -1.190843 3.956823 -0.57 -0.27 0.25
H 3.123558 -0.282156 3.803781 0.32 0.84 -0.10
H 2.366332 -1.164040 4.773716 -0.02 -0.13 0.22
O 1.567063 -4.205256 1.482505 -0.12 0.06 -0.37
H 0.679263 -3.903427 1.674730 -0.24 -0.01 -0.18
H 1.507783 -5.160131 1.513003 0.09 -0.28 -0.04
O 3.425644 1.469159 3.660959 0.10 -0.14 0.50
H 3.563856 1.904565 2.819791 -0.23 0.16 -0.69
H 3.103622 2.160732 4.239108 -0.03 0.10 0.24
O 3.650952 -3.436503 2.839573 0.87 -0.47 0.03
H 3.438919 -2.604112 3.261941 0.09 0.31 0.25
H 2.905204 -3.611137 2.265466 -0.11 -0.14 -0.07
O -1.025392 -4.543224 0.796157 -0.06 0.08 0.41
H -1.622204 -4.181371 0.141096 -0.29 0.22 -0.57
H -1.598044 -4.975269 1.429902 -0.09 -0.37 0.15
O 3.015500 2.114910 0.939231 0.71 0.74 0.57
H 3.745372 1.550719 0.683872 0.23 -0.14 -0.28
H 2.276467 1.802179 0.417449 -0.46 -0.45 -0.25
O -2.508112 -3.458405 -1.513857 -0.14 -0.12 0.46
H -1.721474 -3.608422 -2.038191 0.31 -0.13 -0.26
H -3.018105 -2.827174 -2.021478 -0.15 0.20 -0.18
C -0.677631 3.515239 3.936981 0.90 -1.23 -0.14
C -1.292062 2.194891 3.286467 0.28 2.04 2.65
C -1.633809 1.058677 4.308369 0.49 0.19 -0.71
O -2.518754 2.652418 2.834275 -1.48 -0.91 -1.00
H 0.387606 3.356727 4.104986 0.14 0.00 0.52
H -1.181825 3.856206 4.841215 -0.04 -0.42 0.08
H -0.690972 4.367617 3.257729 -0.35 -0.29 -0.44
H -0.622742 1.960103 2.458831 0.06 -0.75 0.04
H -0.787371 0.542061 4.760841 0.24 0.26 -0.08
H -2.216311 0.291052 3.798920 -0.04 -0.12 -0.36
H -2.291984 1.396355 5.108922 0.18 0.49 -0.06
H -2.293718 3.217812 2.091784 -0.44 0.75 -0.56
```
Forces are in eV/Å.

Output
Multiplicity: 2
HOMO level (alpha / beta) in eV: -10.71 / -10.71
Gap between HOMO and LUMO (alpha / beta) in Ha: 0.280 / 0.060
Charge: +1

---

Question: charge of number 2 (C27H70O14)?
Answer: +1

---

Question: Which of these has the highest charge?
Answer: C27H70O14